An isolated ion of composition H2NO5PS and charge -2 in a non-equilibrium geometry. Source: OMol25; level of theory: ωB97M-V with the def2-TZVPD basis set.

The calculation puts the total energy at -1171.80686 hartree. Its SMILES is N[P@](=O)([O-])S(=O)(=O)[O-]. The value obtained for the HOMO-LUMO gap is 7.25 eV. As for the charge: -2. The highest occupied orbital energy is -0.58 eV. The value obtained for the energy above the lowest of the compared OMol25 structures with the same formula, charge and spin is 3.8 kcal/mol.

Element x y z (Å)
N (0.001, -0.122, -1.602)
O (-2.297, 0.030, -0.331)
O (0.155, -0.156, 2.536)
O (-0.765, 2.060, -0.134)
O (1.782, 0.321, 0.618)
O (0.382, -1.757, 0.749)
P (-0.901, 0.609, -0.265)
S (0.520, -0.318, 1.114)
H (0.239, -1.057, -1.138)
H (0.884, 0.389, -1.546)